C44H49Ge4I2N5STi as an isolated structure at a distorted geometry, computed with ωB97M-V with the def2-TZVPD basis set.

Calculated values
Energy above the lowest of the compared OMol25 structures with the same formula, charge and spin ... 202.4 kJ/mol
<S²> ... 0.7585
Spin multiplicity ... 2
Net charge ... +3
Gap between HOMO and LUMO (spin up / spin down) ... 6.443 / 5.618 eV

Structure (XYZ):
```
106
Properties=species:S:1:pos:R:3:forces:R:3
Ti -0.334959 0.580889 -0.499304 0.3 -0.1 -0.8
N -1.483732 -8.987380 4.159275 -0.1 -0.2 0.1
C -1.152739 -7.998830 3.684041 0.0 0.1 -0.1
C -0.741382 -6.762773 3.084630 0.0 0.1 0.0
C 0.386210 -6.725496 2.269106 0.0 0.1 0.0
C 0.780509 -5.529582 1.692634 -0.1 0.0 0.1
C 0.042798 -4.384878 1.951960 0.0 -0.1 0.0
C -1.076630 -4.405026 2.770220 0.1 -0.1 0.0
C -1.476558 -5.604511 3.332307 0.1 0.0 -0.1
N 0.458794 -3.150066 1.359093 -0.2 0.2 0.0
C 1.757160 -2.723293 1.224397 0.1 0.1 -0.1
C 1.706919 -1.537889 0.574504 0.2 0.1 0.0
N 0.385755 -1.219597 0.311526 -0.2 0.0 0.2
C -0.334334 -2.222829 0.819424 -0.1 -0.2 -0.2
H 0.942824 -7.631279 2.079061 0.0 0.0 0.0
H 1.640321 -5.500277 1.037671 0.0 0.0 0.0
H -1.620488 -3.495853 2.979898 0.0 0.1 0.0
H -2.345639 -5.649954 3.971422 0.0 0.0 0.0
H 2.581321 -3.295739 1.605657 0.1 0.0 0.0
H 2.509249 -0.887237 0.277432 0.0 0.0 0.0
H -1.405588 -2.321981 0.766162 0.0 0.0 0.0
C -4.327031 1.908400 2.374982 0.0 0.0 0.0
Ge -3.176394 0.485544 3.073376 -0.2 0.0 -0.1
C -3.780143 -1.256676 2.456464 0.0 -0.1 0.0
C -2.996428 0.512907 5.017784 0.0 0.0 0.0
Ge -0.867023 1.192648 2.446282 0.1 0.5 1.2
C -0.573363 3.082735 2.672232 0.1 0.1 -0.1
C -1.559642 3.790530 3.371241 0.0 0.0 -0.1
C -1.348623 5.106675 3.759173 0.0 0.0 0.0
C -0.168232 5.746396 3.418320 0.0 0.0 0.0
C 0.813754 5.068663 2.702039 0.0 0.0 0.0
C 0.617656 3.749394 2.342586 0.1 -0.2 0.0
C 0.656457 0.205252 3.078472 0.0 -0.2 -0.2
C 0.301873 -0.920801 3.832625 0.0 -0.1 0.0
C 1.258374 -1.614308 4.561593 -0.1 0.0 0.0
C 2.583111 -1.213000 4.504403 0.1 0.0 0.0
C 2.955793 -0.120869 3.725796 0.0 0.0 0.0
C 2.003096 0.584123 3.015617 0.0 0.1 0.1
H -4.858211 2.374412 3.204941 0.0 0.0 0.0
H -5.068020 1.479157 1.701783 0.0 0.0 0.0
H -3.781353 2.691913 1.853985 0.0 0.0 0.0
H -4.871109 -1.238392 2.489884 0.0 0.0 0.0
H -3.457496 -2.048327 3.130442 0.1 0.0 0.0
H -3.503612 -1.500051 1.432255 0.0 0.1 0.0
H -4.004289 0.603731 5.424753 0.0 0.0 0.0
H -2.406047 1.347437 5.390280 0.0 0.0 0.0
H -2.562457 -0.414133 5.387422 0.0 0.0 0.0
H -2.497047 3.326797 3.644847 0.0 -0.1 0.0
H -2.107264 5.632025 4.321972 0.0 0.0 0.0
H -0.007710 6.774707 3.710699 0.0 0.0 0.0
H 1.733355 5.572368 2.439401 0.0 0.0 0.0
H 1.400723 3.244012 1.789397 0.0 0.0 0.0
H -0.732582 -1.248743 3.889026 0.0 0.0 0.0
H 0.969158 -2.458021 5.173256 0.0 0.0 0.0
H 3.331914 -1.748791 5.071941 0.0 0.0 0.0
H 3.990559 0.188385 3.694666 0.1 0.0 0.0
H 2.316742 1.444169 2.440017 0.0 0.0 0.0
S -2.621199 0.051419 -0.883214 0.1 0.1 -0.1
C -2.601054 1.807247 -0.787174 0.0 -0.2 0.1
N -3.698869 2.526410 -0.961323 0.1 -0.1 0.0
C -3.733422 3.875644 -0.539083 0.2 -0.1 -0.1
C -2.593623 4.469855 -0.215514 0.0 0.0 0.0
C -1.285397 3.789871 -0.429424 -0.1 0.1 0.2
N -1.421781 2.337486 -0.480008 -0.1 -0.1 0.2
H -4.557230 2.051216 -1.204986 0.0 0.0 0.0
H -4.714710 4.317897 -0.495891 0.0 0.1 0.0
H -2.587543 5.492665 0.131367 0.0 0.0 0.0
H -0.566358 4.041477 0.344154 -0.1 0.0 -0.1
C 4.269961 2.491553 -4.728765 0.0 0.0 0.0
Ge 4.256033 0.561422 -4.462019 0.1 0.0 0.0
C 5.345216 -0.054230 -2.966409 0.0 0.0 0.0
C 4.442673 -0.495610 -6.087567 0.0 0.0 0.0
Ge 1.894858 0.194930 -3.796913 0.1 0.1 0.0
C 0.527905 1.195813 -4.696975 -0.1 0.0 0.0
C 0.672394 1.387412 -6.071720 0.1 0.0 0.0
C -0.361317 1.938702 -6.815228 0.0 0.0 0.0
C -1.541283 2.314457 -6.192688 0.0 0.0 0.0
C -1.689641 2.151699 -4.820083 0.0 0.0 0.0
C -0.658042 1.596076 -4.086903 0.0 0.0 0.2
C 1.127423 -1.406792 -3.030149 -0.2 -0.1 0.0
C 1.957876 -2.434254 -2.579411 0.1 0.0 0.0
C 1.421649 -3.642775 -2.161789 0.0 0.0 0.0
C 0.046328 -3.836887 -2.179115 0.0 0.0 0.0
C -0.794402 -2.828458 -2.630437 0.0 0.0 0.0
C -0.259353 -1.623675 -3.062146 0.0 0.1 -0.1
H 5.291907 2.844320 -4.861767 0.1 0.0 0.0
H 3.845091 3.018210 -3.872570 0.0 0.0 0.0
H 3.702731 2.758142 -5.619702 0.0 0.0 0.0
H 6.401398 -0.020754 -3.233316 0.0 0.0 -0.1
H 5.107871 -1.086301 -2.707353 0.0 0.0 0.0
H 5.206706 0.577880 -2.089382 0.0 0.0 0.0
H 5.491004 -0.522046 -6.382715 0.1 0.0 0.0
H 3.877344 -0.059157 -6.908901 0.0 0.0 0.0
H 4.114732 -1.523066 -5.934678 0.0 0.0 0.0
H 1.582364 1.098284 -6.586077 0.0 0.0 0.0
H -0.243217 2.077102 -7.880267 0.0 0.0 0.0
H -2.341349 2.747336 -6.775973 0.0 0.0 0.0
H -2.600324 2.474586 -4.333610 0.0 0.0 0.0
H -0.746169 1.511776 -3.000112 -0.1 0.0 -0.2
H 3.034044 -2.303056 -2.568024 0.0 0.0 0.0
H 2.078798 -4.443664 -1.851046 0.0 0.0 0.0
H -0.365735 -4.790789 -1.875881 0.0 0.0 0.0
H -1.862409 -2.997814 -2.689613 0.0 0.0 0.0
H -0.917938 -0.880243 -3.499775 0.0 0.0 0.0
I 1.986709 1.711603 -1.220930 -0.1 -0.1 0.0
I -0.418953 4.660397 -2.213961 0.0 0.1 -0.1
```
Forces are in eV/Å.

***

A 3-piece molecular cluster, C4H9NO2 overall at a distorted geometry, computed with ωB97M-V with the def2-TZVPD basis set.

Calculated values
Energy above the lowest of the compared OMol25 structures with the same formula, charge and spin ... 170.4 kJ/mol
<S²> ... 0.7504
Spin multiplicity ... 2
Net charge ... -1
Gap between HOMO and LUMO (spin up / spin down) ... 2.917 / 8.455 eV

Structure (XYZ):
```
16
Properties=species:S:1:pos:R:3:forces:R:3
C 0.047542 -0.139122 1.386019 -1.4 1.9 -2.9
C -0.099958 0.533967 0.128703 -0.5 -1.0 3.7
N -1.221752 1.262539 0.205746 -1.1 -0.1 0.5
C -1.848250 1.048809 1.372102 -0.2 -1.5 3.8
C -1.075587 0.144285 2.172894 -0.5 1.6 -1.7
H 0.937984 -0.591670 1.590108 2.0 -1.6 0.8
H 0.499835 0.608956 -0.699671 1.4 0.0 -1.7
H -1.637359 1.816434 -0.511028 0.1 0.4 -0.8
H -2.728028 1.503716 1.865431 0.4 0.1 -1.4
H -1.273350 -0.173183 3.190013 -0.1 0.1 -0.2
H -0.817386 -3.649068 -1.297289 -4.0 -1.0 1.9
H 0.236041 -2.589091 -1.233780 0.4 2.3 1.2
O -0.034482 -3.376243 -1.621836 3.6 -1.2 -3.1
H 2.965191 0.781228 -2.948261 -0.5 -0.2 -0.7
H 2.488186 1.740729 -1.815013 1.0 -1.0 -0.7
O 3.251816 1.149560 -2.120544 -0.5 1.3 1.4
```
Forces are in eV/Å.

***

A 2-piece molecular cluster, C4H7NO overall at a distorted geometry, computed with ωB97M-V with the def2-TZVPD basis set.

Calculated values
Energy above the lowest of the compared OMol25 structures with the same formula, charge and spin ... 211.1 kJ/mol
Structure (SMILES) ... C=CC#N.CO
Gap between HOMO and LUMO ... 10.718 eV

Structure (XYZ):
```
13
Properties=species:S:1:pos:R:3:forces:R:3
C -1.000367 0.414764 -1.393407 -0.2 0.0 0.1
C -1.890812 -0.141228 -0.571394 0.1 0.1 -0.2
C -1.892182 0.140225 0.838968 0.0 0.2 1.0
N -1.877600 0.345778 1.979545 0.0 -0.2 -1.1
H -0.250787 1.113044 -1.038818 -0.1 -0.1 0.0
H -0.992297 0.171085 -2.451275 0.0 0.0 0.2
H -2.638993 -0.846925 -0.920529 0.1 0.1 0.0
C 1.913644 0.046495 0.800966 0.2 0.3 0.3
O 1.604222 -0.633993 -0.401871 -0.1 -0.3 0.0
H 2.528741 0.908017 0.527750 -0.1 -0.1 0.1
H 1.014608 0.407900 1.321167 0.2 -0.1 -0.1
H 2.492548 -0.579726 1.494359 -0.1 0.1 -0.1
H 0.989273 -1.345437 -0.185460 0.1 0.1 -0.1
```
Forces are in eV/Å.

***

A 2-piece molecular cluster, C6H4ClFNO2 overall at a distorted geometry, computed with ωB97M-V with the def2-TZVPD basis set.

Calculated values
Energy above the lowest of the compared OMol25 structures with the same formula, charge and spin ... 0.0 kJ/mol
Net charge ... -1
Gap between HOMO and LUMO ... 6.949 eV

Structure (XYZ):
```
15
Properties=species:S:1:pos:R:3:forces:R:3
C 0.383344 -0.354426 1.009951 0.0 1.2 -0.9
C -0.413195 -1.428092 0.493895 0.4 -2.0 1.1
C 0.394439 1.033958 0.933174 1.0 -2.8 0.6
C 2.292512 -0.392839 -1.295668 0.7 1.0 -0.4
C -1.486313 1.677062 -0.270849 0.0 1.4 -0.5
C -1.644777 -1.387852 -0.097035 0.0 0.4 -0.1
N -0.368116 1.869701 0.226730 -1.5 1.2 -0.2
O 1.348364 -0.892531 -1.693385 -1.2 -1.0 -0.6
O 3.272855 0.162943 -1.026432 0.7 0.1 0.6
F -2.032807 -2.690611 -0.466684 0.2 0.2 0.2
Cl -2.213309 3.235564 -0.984485 -0.1 -0.8 0.0
H 1.356712 -0.703969 1.310168 0.2 -0.2 1.0
H 0.043340 -2.479453 0.773984 -0.8 1.8 -0.8
H 1.183227 1.543020 1.449533 0.6 0.0 0.1
H -2.116276 0.807524 -0.362895 -0.3 -0.4 0.0
```
Forces are in eV/Å.

***

An isolated molecule of C25H21N5O5 at a distorted geometry, computed with ωB97M-V with the def2-TZVPD basis set.

Calculated values
Energy above the lowest of the compared OMol25 structures with the same formula, charge and spin ... 0.8 kJ/mol
Structure (SMILES) ... COCCCn1/c(=N/C(=O)c2ccc3c(c2)OCO3)c(C#N)cc2c(=O)n3cccc(C)c3nc21
Gap between HOMO and LUMO ... 7.037 eV

Structure (XYZ):
```
56
Properties=species:S:1:pos:R:3:forces:R:3
C -0.536471 3.916020 -2.216060 0.1 0.0 0.0
O -1.527048 2.979900 -1.885090 -0.2 -0.2 0.0
C -1.265156 2.293014 -0.685625 -0.2 0.0 0.1
C -2.352061 1.240122 -0.491023 0.3 0.2 0.0
C -2.290360 0.579024 0.885332 -0.7 0.3 -0.3
N -0.981599 0.014562 1.166477 0.1 0.1 0.2
C -0.659046 -1.183970 0.544333 -0.2 -0.9 -0.6
N -1.534795 -1.700788 -0.217907 -0.1 1.0 0.7
C -1.572619 -2.839542 -0.964146 -0.1 -0.5 -0.4
O -2.159317 -3.832863 -0.590443 0.1 0.0 0.0
C -0.980652 -2.716601 -2.329397 0.0 -0.3 -0.2
C -1.058368 -3.827406 -3.160791 -0.1 0.1 0.2
C -0.500559 -3.833222 -4.432736 0.2 0.2 -0.3
C 0.139560 -2.684851 -4.835513 0.0 0.4 0.5
C 0.223043 -1.564811 -4.004076 -0.1 -0.5 -0.2
C -0.326467 -1.550587 -2.749582 0.1 0.0 -0.2
O 0.913651 -0.570804 -4.649872 -0.2 0.0 0.4
C 1.259785 -1.099407 -5.911409 0.7 0.7 -0.9
O 0.769588 -2.418247 -6.018690 -0.2 -0.4 0.1
C 0.658284 -1.737751 0.824666 0.3 0.8 0.7
C 1.039663 -2.933444 0.181861 0.3 -0.4 -0.1
N 1.393938 -3.890157 -0.341970 0.1 -0.3 -0.1
C 1.520591 -1.096470 1.662528 -0.3 -0.1 -0.3
C 1.139008 0.119143 2.272174 -0.2 0.2 0.0
C 2.037288 0.804069 3.151600 0.0 -0.3 -0.2
O 3.156392 0.460522 3.464349 0.0 0.0 0.0
N 1.503007 2.028194 3.692356 -0.4 0.1 -0.1
C 2.295767 2.734855 4.543068 0.4 0.5 0.5
C 1.870849 3.895877 5.098308 0.2 -0.3 -0.1
C 0.582487 4.376923 4.787282 -0.2 -0.3 -0.3
C -0.229863 3.683491 3.936528 0.2 0.3 0.3
C -1.603488 4.135533 3.571894 0.0 0.0 0.0
C 0.240622 2.462299 3.362480 0.1 -0.1 0.0
N -0.549555 1.808475 2.542973 -0.3 -0.1 -0.2
C -0.130974 0.658926 1.999664 0.8 0.2 0.6
H -0.848201 4.382339 -3.147947 0.1 0.1 0.0
H 0.438413 3.432468 -2.358592 0.0 0.0 0.0
H -0.436629 4.684348 -1.437774 0.0 0.0 0.0
H -0.269018 1.821212 -0.733592 0.0 0.0 0.0
H -1.258162 2.996936 0.163645 0.0 -0.1 -0.1
H -2.265113 0.485893 -1.272660 -0.1 0.0 0.0
H -3.321494 1.725452 -0.602765 -0.1 0.0 0.0
H -2.495610 1.308633 1.668350 -0.1 -0.2 -0.1
H -3.013325 -0.238911 0.919649 0.1 0.1 0.1
H -1.566225 -4.701224 -2.783445 0.0 -0.1 0.0
H -0.558354 -4.694558 -5.076294 0.0 -0.1 -0.1
H -0.253508 -0.674841 -2.126470 0.0 0.1 0.1
H 2.356293 -1.103964 -6.021612 -0.3 -0.1 0.1
H 0.818328 -0.476730 -6.706308 0.0 -0.2 0.2
H 2.503221 -1.491948 1.873614 0.1 -0.1 0.0
H 3.263614 2.290210 4.723786 -0.1 0.0 0.0
H 2.512104 4.441486 5.769585 0.1 0.0 0.0
H 0.240194 5.300505 5.228522 -0.1 0.1 0.0
H -2.331898 3.387163 3.877876 -0.1 0.0 0.0
H -1.838140 5.083060 4.047548 0.0 0.1 0.0
H -1.686671 4.240626 2.492279 -0.1 0.0 -0.1
```
Forces are in eV/Å.

***

An isolated molecule of C27H32N4O3, computed with ωB97M-V with the def2-TZVPD basis set.

Calculated values
Energy above the lowest of the compared OMol25 structures with the same formula, charge and spin ... 0.0 kJ/mol
Structure (SMILES) ... CCOC(=O)c1cc(-c2ccc(C)cc2)n(CCC(=O)N2CCN(c3ccccn3)CC2)c1C
Gap between HOMO and LUMO ... 8.465 eV

Structure (XYZ):
```
66
Properties=species:S:1:pos:R:3:forces:R:3
C -3.979251 -3.665211 0.859346 0.3 0.3 -0.3
C -3.786666 -2.689620 -0.286097 -0.6 -0.1 -0.2
O -2.432362 -2.248795 -0.279662 0.3 0.0 0.1
C -2.023544 -1.585508 -1.374269 -0.3 0.0 -0.3
O -2.759799 -1.345358 -2.308053 0.0 0.0 0.1
C -0.616484 -1.220859 -1.291302 0.5 0.3 -0.1
C 0.249632 -1.433056 -0.188077 0.2 0.1 -0.2
C 1.488868 -0.965058 -0.538741 -0.4 -0.3 0.4
C 2.727965 -1.048594 0.229133 0.3 -0.1 0.1
C 2.753311 -0.675215 1.569942 0.0 0.0 -0.1
C 3.916332 -0.768105 2.306810 0.0 -0.1 0.0
C 5.089268 -1.245489 1.735438 0.0 0.0 0.0
C 6.357940 -1.307935 2.528963 0.0 0.1 0.0
C 5.055801 -1.651999 0.408244 0.0 0.0 0.0
C 3.894836 -1.561442 -0.334668 -0.1 0.0 0.1
N 1.406496 -0.460848 -1.820777 -0.2 -0.3 0.1
C 2.417352 0.340618 -2.462986 0.3 0.5 -0.3
C 2.141157 1.846193 -2.296422 0.1 -0.2 0.2
C 2.073975 2.155583 -0.807149 0.0 0.2 -0.3
O 3.083214 2.123023 -0.126426 0.4 -0.1 0.0
N 0.861725 2.430778 -0.275196 -0.1 0.1 0.3
C -0.391612 2.519032 -1.009408 -0.4 0.0 -0.3
C -1.523254 2.940079 -0.073349 0.1 0.2 -0.3
N -1.626786 2.030159 1.040301 0.2 0.0 -0.1
C -2.767394 1.310247 1.238698 -0.3 0.0 0.1
C -2.861597 0.320822 2.234029 0.1 0.0 0.0
C -4.071481 -0.308615 2.421837 -0.1 0.1 -0.1
C -5.156324 0.028397 1.619327 0.0 0.0 0.1
C -4.958553 1.000420 0.656471 -0.2 -0.2 0.1
N -3.812797 1.629160 0.470714 0.2 0.1 -0.1
C -0.378999 1.656674 1.672614 0.1 -0.1 0.2
C 0.749885 2.546308 1.165182 0.1 -0.1 0.3
C 0.137285 -0.612325 -2.285981 -0.6 -0.3 0.0
C -0.272029 -0.251510 -3.668404 0.0 0.0 0.0
H -5.011329 -4.002952 0.882463 -0.1 0.0 0.0
H -3.740615 -3.179787 1.801341 0.0 0.0 0.2
H -3.324963 -4.524189 0.735249 0.0 -0.1 0.0
H -4.442291 -1.817350 -0.178789 0.1 -0.2 -0.1
H -4.001281 -3.159508 -1.253086 0.0 0.1 0.2
H -0.016401 -1.918484 0.729060 0.0 -0.1 0.2
H 1.853144 -0.302963 2.034933 -0.1 0.1 0.0
H 3.917080 -0.461227 3.343182 0.0 0.0 0.1
H 6.151845 -1.528410 3.574121 0.0 0.0 0.1
H 6.869246 -0.345787 2.483162 0.1 0.0 0.0
H 7.029057 -2.066394 2.132537 0.1 0.0 0.0
H 5.950327 -2.049905 -0.050251 0.1 -0.1 0.0
H 3.886746 -1.924414 -1.353365 0.0 0.0 -0.1
H 3.379557 0.125621 -1.996602 -0.1 0.0 -0.2
H 2.463562 0.086326 -3.525581 0.1 0.0 0.1
H 2.990735 2.391503 -2.710134 -0.1 0.0 0.0
H 1.240139 2.139844 -2.825996 0.0 0.0 -0.1
H -0.650334 1.546042 -1.441077 0.0 0.1 0.0
H -0.308197 3.260351 -1.811532 -0.1 -0.1 0.0
H -1.357222 3.961352 0.289032 -0.1 0.0 -0.1
H -2.475726 2.908089 -0.604588 0.3 0.1 0.0
H -2.013291 0.060019 2.844165 0.1 0.0 0.1
H -4.175170 -1.060549 3.191832 0.0 0.0 0.0
H -6.115371 -0.449165 1.741498 -0.1 0.0 0.0
H -5.757264 1.303794 -0.008909 -0.1 -0.1 0.0
H -0.460214 1.768932 2.760690 0.1 -0.1 0.0
H -0.141937 0.608500 1.440805 0.0 0.1 0.1
H 1.706042 2.228051 1.586616 -0.2 0.1 0.0
H 0.576163 3.588331 1.453691 0.1 -0.1 0.0
H -0.168287 0.813983 -3.869954 0.0 0.1 0.0
H -1.313943 -0.529384 -3.799798 0.0 0.0 0.0
H 0.333766 -0.792408 -4.396529 0.0 0.0 -0.1
```
Forces are in eV/Å.

***

Q: Number 5 is which compound?
A: C25H21N5O5